Density functional theory data (ωB97M-V with the def2-TZVPD basis set) for a molecular structure, C23H62Br3IN27O14S at a distorted geometry.

Structure (XYZ):
```
131
Properties=species:S:1:pos:R:3:forces:R:3
C 1.9382 -3.7291 3.0553 4.2367 3.9580 -4.1700
C 2.6255 -2.7910 2.4176 -3.2012 -3.2609 2.8999
C 3.4312 -1.6655 1.6018 -1.1484 -2.8842 1.4343
I 5.1065 -2.9479 0.8717 -0.5397 0.1854 -0.5684
N 4.3384 -0.7192 2.3733 -2.0830 2.6585 -2.5950
C 4.5036 0.4106 1.4393 -1.4680 -3.0674 1.2991
N 5.2367 1.4571 1.8453 -0.7433 -0.0306 -2.0136
Br 6.1008 1.6006 3.5061 -0.5824 -0.2974 -1.0498
N 3.7951 0.1313 0.1885 1.6319 0.1535 -0.1451
C 4.5075 0.0254 -1.0830 4.4203 3.1251 -0.2508
C 5.6621 0.9191 -1.2560 -1.7909 -2.1314 0.4096
C 2.6039 -0.7848 0.4866 1.7536 1.8256 2.6974
C 1.5906 0.3794 1.0525 -1.4217 0.0762 0.0781
Br 1.3075 0.3104 3.0601 2.0858 0.5952 -0.4876
C 0.1004 0.4276 0.4815 -0.9473 2.7490 0.9722
C -0.3960 1.9888 0.6536 -0.2828 -0.2061 -0.7897
Br -1.1062 -0.5849 1.7675 -0.4288 -0.5000 -1.9536
S 1.9057 -1.7428 -0.9954 1.1301 -1.6869 -7.4908
C 0.3758 -2.7443 -0.5205 -0.3001 -0.1088 1.5724
O 2.8574 -2.7668 -1.5765 -1.5619 1.9290 3.0613
O 1.6269 -0.7984 -2.1840 -0.0343 -1.2744 4.6163
H 1.6138 -4.8116 3.3350 0.7253 2.5357 -0.4518
H 4.0373 -0.5053 3.3433 0.0869 0.0120 -0.8332
H 5.3430 2.2829 1.2087 -0.0864 -1.1334 0.7258
H 4.3422 -0.6897 -1.9634 -0.0301 0.1640 2.1121
H 5.6072 2.0603 -1.1507 0.2982 -1.9037 0.8369
H 6.6536 0.3623 -1.5085 -2.1498 1.6097 -0.7943
H 2.0443 1.4446 0.8941 -0.7451 -2.1854 0.1366
H -0.1015 0.1901 -0.6102 0.5298 -0.3151 1.5697
H 0.1351 2.5928 -0.1703 -0.5475 -0.8285 1.3620
H -0.1441 2.4232 1.6843 -0.2479 -0.7900 -1.6439
H -1.5356 2.0803 0.4390 2.1745 -0.4577 0.5053
H 0.3579 -3.7727 -1.0629 0.5963 2.1922 0.5128
H 0.4997 -2.9746 0.6147 -0.4006 0.5514 -1.9080
H -0.5562 -2.1094 -0.7316 1.5408 -0.9648 0.3889
C 4.9531 0.4114 -4.7070 -0.3245 -0.1026 -0.0543
O 5.4401 -0.2542 -3.8016 0.1530 -0.2665 0.0348
N 5.6889 1.2469 -5.4755 0.8234 0.3968 -0.1545
N 3.6384 0.3696 -5.0170 -0.4180 -0.2850 0.1482
H 5.3086 1.8009 -6.2220 -0.0078 -0.0956 0.0834
H 6.6752 1.3064 -5.2755 -0.2359 -0.0074 -0.0951
H 3.0554 -0.2420 -4.4657 -0.0053 0.3035 -0.0247
H 3.2186 0.9075 -5.7559 -0.1994 -0.1524 0.0219
C 1.9683 4.8697 2.6577 -0.2488 0.5354 -0.3259
O 1.6513 3.9618 1.8982 0.2211 -0.3939 -0.0890
N 2.7529 4.6722 3.7448 0.6467 -0.6151 0.6315
N 1.5641 6.1445 2.4787 -0.0157 -0.0137 -0.4139
H 3.0239 5.4022 4.3794 -0.0462 -0.0510 -0.0853
H 3.0755 3.7324 3.9139 -0.1450 0.2410 0.0468
H 0.9779 6.3329 1.6803 0.0275 0.1028 0.3046
H 1.8123 6.9022 3.0896 -0.2666 0.0128 -0.0673
C 3.6070 -7.2887 1.3000 0.0085 -0.0161 -0.0293
O 3.0777 -6.7806 2.2813 -0.1459 0.0900 0.0227
N 3.1879 -8.4592 0.7661 -0.5333 -0.5022 0.0435
N 4.6579 -6.7220 0.6645 0.5679 0.5536 -0.0362
H 3.6093 -8.8903 -0.0372 -0.0328 0.0402 0.1080
H 2.4056 -8.9146 1.2111 0.1866 -0.0560 -0.2010
H 4.9993 -5.8478 1.0336 -0.1226 -0.2338 -0.1096
H 5.1064 -7.1201 -0.1412 -0.0768 0.0094 0.0919
C -4.3934 1.1623 0.8366 -0.0282 0.0869 0.0889
O -3.3671 1.4084 0.2218 -0.1197 -0.0488 -0.2435
N -4.4190 0.3675 1.9318 0.4350 -0.6317 0.7576
N -5.5968 1.6630 0.4750 -0.4289 0.4089 -0.5956
H -5.2554 0.1556 2.4460 0.0549 0.0663 -0.0993
H -3.5405 -0.0315 2.2415 -0.4296 0.2381 -0.1947
H -5.6209 2.2617 -0.3384 -0.1361 -0.0283 0.1054
H -6.4524 1.4731 0.9659 0.0846 0.0083 -0.0644
C 1.0672 -9.6664 4.5457 -0.0046 -0.0570 -0.4133
O 0.3488 -10.2608 3.7539 -0.0758 -0.0086 -0.0534
N 1.1607 -10.0120 5.8493 -0.3415 -0.5053 1.0182
N 1.8309 -8.6117 4.1890 0.1255 0.3321 -0.4710
H 1.7447 -9.5356 6.5140 -0.0423 0.0181 -0.0933
H 0.6060 -10.7953 6.1581 0.1699 0.1607 -0.0651
H 1.7906 -8.3205 3.2252 0.1781 0.2529 0.3654
H 2.4268 -8.1110 4.8249 -0.0775 0.0559 -0.0771
C -6.2459 1.1176 -3.4552 -0.1921 -0.1149 -0.7209
O -6.6503 2.1932 -3.0265 0.0986 0.2252 0.5019
N -6.4349 0.7208 -4.7326 0.0902 0.1259 -0.5415
N -5.5734 0.2336 -2.6813 0.3735 -0.2733 1.0001
H -6.1102 -0.1560 -5.0987 0.0258 0.0726 0.2086
H -6.9352 1.3551 -5.3451 -0.2568 -0.0368 0.2236
H -5.4125 0.4949 -1.7201 0.0385 -0.1558 -0.2212
H -5.2329 -0.6520 -3.0092 -0.0626 0.1476 -0.0300
C -9.0173 3.4309 -5.3009 -0.1703 0.2681 0.1928
O -8.4349 2.4035 -5.6224 -0.0154 -0.1568 -0.4644
N -9.9810 3.9938 -6.0636 -0.3297 -0.2261 -0.5639
N -8.7451 4.0907 -4.1535 0.4656 0.1604 0.7577
H -10.4696 4.8359 -5.8172 0.0823 -0.0493 -0.1546
H -10.2121 3.5302 -6.9285 0.0021 0.2734 0.1397
H -8.0289 3.6987 -3.5564 0.0092 -0.1454 -0.1093
H -9.2098 4.9344 -3.8696 -0.0298 -0.1139 -0.1573
C 7.7752 1.2962 7.8576 -0.1075 0.6724 0.6995
O 7.3738 2.3776 8.2546 -0.0091 -0.1583 -0.2242
N 7.6045 0.8783 6.5789 -0.2973 -0.2030 -1.2259
N 8.4250 0.4192 8.6563 0.3280 -0.3501 0.5936
H 7.9264 -0.0074 6.2308 -0.0107 0.0893 0.0520
H 7.1243 1.5052 5.9533 0.2061 -0.1084 0.4125
H 8.5718 0.6934 9.6154 -0.0274 -0.0668 -0.2251
H 8.7626 -0.4751 8.3479 -0.0300 0.1009 0.0408
C -9.5861 5.8086 -9.3502 -0.2446 0.0333 0.2857
O -10.4659 5.8727 -8.5049 -0.0445 -0.0238 -0.0014
N -9.8477 5.8083 -10.6782 -0.5176 0.0093 -0.7670
N -8.2728 5.7319 -9.0327 0.7262 -0.0124 0.5435
H -9.1394 5.7562 -11.3882 -0.0720 0.0082 0.1036
H -10.8153 5.8642 -10.9557 0.2427 -0.0085 0.0515
H -8.0366 5.7292 -8.0523 -0.0453 -0.0488 -0.2257
H -7.5350 5.6784 -9.7119 -0.1065 0.0009 0.0667
C -1.3957 7.9326 3.8370 0.1781 0.1134 -0.1841
O -0.3550 8.1610 3.2374 0.0637 0.0434 0.0190
N -1.4487 7.1407 4.9333 0.3481 -0.5445 0.6404
N -2.5857 8.4514 3.4571 -0.4899 0.4422 -0.5083
H -2.2930 6.9411 5.4393 0.0912 0.0420 -0.0677
H -0.5819 6.7344 5.2488 -0.2518 0.0814 -0.0546
H -2.5883 9.0474 2.6438 -0.0251 -0.1306 0.2041
H -3.4510 8.2762 3.9356 0.1116 0.0133 -0.0424
C 0.0917 -5.8617 6.6650 0.2815 -0.2797 0.0365
O 1.2487 -6.1790 6.8967 0.1073 0.0046 -0.0486
N -0.3872 -4.6184 6.9070 0.0440 0.9933 0.2338
N -0.8113 -6.7236 6.1468 -0.2789 -0.7735 -0.3419
H -1.3339 -4.3379 6.7238 0.1022 -0.0748 0.0390
H 0.2562 -3.9457 7.2941 -0.1798 -0.1678 -0.0677
H -0.4925 -7.6620 5.9522 -0.1012 0.1816 0.0087
H -1.7660 -6.4830 5.9487 0.1103 -0.0235 0.0424
C 0.8983 -0.9661 -7.1413 0.0401 0.2760 0.0584
O 1.0915 0.1956 -6.8110 0.1053 0.0417 0.0339
N -0.0015 -1.3146 -8.0896 -0.6249 0.1668 -0.5887
N 1.5667 -2.0050 -6.5880 0.5383 -0.3802 0.5589
H -0.1752 -2.2616 -8.3752 0.0420 0.1079 0.0445
H -0.5205 -0.5687 -8.5265 0.1165 -0.1920 0.0904
H 2.2471 -1.7873 -5.8768 -0.1028 -0.1316 -0.2208
H 1.4217 -2.9647 -6.8460 0.0120 0.1194 0.0124
```
Positions in Å, forces in eV/Å.

DFT total energy	-11863.142299	Eh
charge	+1
HOMO-LUMO gap	0.2299	hartree
HOMO energy	-0.3829	Ha
lowest unoccupied orbital energy	-0.1530	Eh

Mulliken atomic charge list, values in e, 8 entries: atom 1 (C): -0.26, atom 2 (C): -0.13, atom 3 (C): -0.98, atom 4 (I): 0.26, atom 5 (N): -0.18, atom 6 (C): 0.36, atom 7 (N): -0.26, atom 8 (Br): 0.11